An isolated ion of composition C11H16N3 and charge +1 in a non-equilibrium geometry, computed with the ωB97M-V functional and the def2-TZVPD basis.

The energy relative to the best compared isomer or geometry (same formula, charge and spin) comes out at 38.03 kcal/mol. The value obtained for the HOMO-LUMO gap is 9.07 eV. The molar mass is 190.27 g/mol. As for the largest force on an atom: 4.9 eV Å⁻¹. Its charge is +1.

Each line ends with the Mulliken charge.
Atoms and positions in Å:
N1 0.69 0.15 0.33  0.468
N2 0.52 2.45 0.95  -0.332
N3 -1.93 -1.50 0.86  -0.241
C1 -0.69 -1.80 0.46  0.372
C2 2.43 1.16 -1.03  0.150
C3 2.27 1.24 -3.38  -0.484
C4 0.48 -1.20 0.40  -1.258
C5 1.15 0.44 -3.38  -0.587
C6 0.54 0.08 -2.19  -0.273
C7 0.19 0.72 2.57  -1.602
C8 -3.19 -2.01 0.16  -0.833
C9 3.04 1.50 -2.25  -0.640
C10 0.51 1.10 1.18  0.910
C11 1.16 0.60 -1.00  -0.251
H1 0.59 3.17 1.73  0.298
H2 -4.08 -1.83 0.75  0.295
H3 -0.22 -0.63 -1.96  0.494
H4 3.95 1.98 -2.26  0.489
H5 1.42 -1.64 0.05  0.373
H6 2.73 1.56 -4.31  0.353
H7 0.60 -0.27 2.77  0.341
H8 0.60 0.29 -4.36  0.291
H9 -0.77 -2.86 0.29  0.433
H10 0.70 1.33 3.33  0.496
H11 -3.28 -1.43 -0.85  0.274
H12 -0.81 0.74 2.90  0.341
H13 3.00 1.40 -0.09  0.301
H14 -2.13 -0.49 0.85  0.244
H15 0.79 2.81 0.10  0.236
H16 -3.18 -3.09 -0.07  0.344

=====

C22H33N3O6SSeZr as an isolated structure, computed with the ωB97M-V functional and the def2-TZVPD basis.

The energy relative to the best compared isomer or geometry (same formula, charge and spin) comes out at 0.00 kcal/mol. The value obtained for the HOMO-LUMO gap is 6.14 eV. The molar mass is 637.77 g/mol. As for the largest force on an atom: 0.5 eV Å⁻¹. Its charge is -2.

Each line ends with the Mulliken charge.
Atoms and positions in Å:
Zr1 -0.20 -0.45 0.40  0.998
Se1 -2.61 0.33 -1.30  1.187
S1 1.23 1.49 -0.56  -0.500
O1 2.32 -1.32 -1.19  -0.416
O2 -1.96 1.14 0.00  -0.762
O3 -4.13 -0.13 -1.00  -0.758
O4 -1.56 -0.98 -1.22  -0.818
O5 0.53 -2.32 -0.05  -0.567
O6 -2.39 1.10 -2.70  -0.758
N1 1.65 -1.51 0.10  -0.351
N2 2.94 1.34 -2.72  0.213
N3 0.70 1.35 -3.21  -0.722
C1 -1.07 2.13 2.61  -1.759
C2 1.49 -0.95 -4.83  -2.055
C3 6.61 1.99 -0.79  -0.497
C4 -0.78 -1.61 2.60  0.373
C5 0.63 0.19 2.80  0.935
C6 5.70 1.07 -0.27  -0.866
C7 -1.26 -3.03 2.49  -1.929
C8 4.48 0.84 -0.88  0.007
C9 6.27 2.68 -1.94  -0.483
C10 -3.06 -0.40 2.33  -1.804
C11 1.58 -0.75 -2.25  -1.126
C12 5.04 2.47 -2.55  -0.669
C13 3.58 -1.56 -3.63  -1.696
C14 1.53 -2.95 -3.36  -1.851
C15 1.87 1.01 2.99  -1.803
C16 -0.69 0.68 2.62  0.826
C17 -1.56 -0.44 2.50  1.095
C18 1.66 0.81 -2.24  1.163
C19 4.12 1.54 -2.03  0.097
C20 1.71 -2.18 3.00  -1.730
C21 2.05 -1.51 -3.53  1.786
C22 0.57 -1.23 2.80  0.818
H1 -3.38 0.55 1.92  0.321
H2 1.40 -3.00 3.65  0.435
H3 4.00 -0.58 -3.84  0.283
H4 -2.35 -3.08 2.60  0.431
H5 5.95 0.52 0.62  0.376
H6 0.52 -0.99 -2.14  1.257
H7 2.56 -1.68 3.47  0.383
H8 2.79 1.97 -3.49  0.245
H9 1.77 -1.62 -5.65  0.555
H10 -0.17 0.82 -3.18  0.091
H11 0.44 -2.95 -3.32  0.332
H12 1.89 -3.38 -2.43  0.249
H13 0.41 2.25 -2.84  0.454
H14 1.83 1.92 2.40  0.318
H15 2.75 0.46 2.67  0.419
H16 1.87 0.04 -5.05  0.314
H17 2.05 -2.59 2.05  0.163
H18 3.79 0.10 -0.48  0.651
H19 4.02 -1.93 -2.70  0.242
H20 6.95 3.41 -2.37  0.339
H21 -0.98 -3.47 1.53  0.222
H22 3.87 -2.24 -4.44  0.514
H23 4.78 3.02 -3.45  0.341
H24 2.01 1.29 4.05  0.298
H25 7.57 2.16 -0.30  0.357
H26 -0.81 -3.65 3.27  0.393
H27 -1.16 2.51 3.64  0.381
H28 0.40 -0.89 -4.80  0.275
H29 1.85 -3.56 -4.21  0.516
H30 -2.02 2.27 2.10  0.288
H31 -0.33 2.73 2.09  0.264
H32 -3.41 -1.16 1.64  0.407
H33 -3.56 -0.55 3.29  0.305

=====

AsF7Rb as an isolated structure in a non-equilibrium geometry, computed with the ωB97M-V functional and the def2-TZVPD basis.

The energy relative to the best compared isomer or geometry (same formula, charge and spin) comes out at 12.01 kcal/mol. The value obtained for the HOMO-LUMO gap is 6.75 eV. The molar mass is 293.38 g/mol. As for the largest force on an atom: 1.4 eV Å⁻¹. Its charge is -1.

Each line ends with the Mulliken charge.
Atoms and positions in Å:
Rb1 8.29 -24.23 8.94  0.964
As1 9.29 -24.36 5.00  1.991
F1 9.16 -25.71 6.13  -0.511
F2 9.85 -25.45 3.76  -0.500
F3 9.32 -23.02 3.88  -0.493
F4 10.91 -24.04 5.50  -0.478
F5 6.07 -26.02 8.83  -0.957
F6 8.75 -23.26 6.29  -0.549
F7 7.64 -24.66 4.55  -0.468

=====

C31H36BeN3O2P2 as an isolated structure, computed with the ωB97M-V functional and the def2-TZVPD basis.

The value obtained for the HOMO-LUMO gap is 7.93 eV. The molar mass is 553.61 g/mol. As for the largest force on an atom: 0.4 eV Å⁻¹. Its charge is +1.

Each line ends with the Mulliken charge.
Atoms and positions in Å:
P1 0.41 0.15 2.49  1.237
P2 3.16 0.20 1.01  1.401
O1 -1.57 -0.67 -0.12  -0.644
O2 0.60 -0.79 -0.60  -0.481
N1 -4.84 1.04 0.26  -0.582
N2 -3.04 2.44 -0.44  -0.355
N3 0.69 1.95 -0.09  0.120
C1 -1.01 1.14 3.02  -1.567
C2 4.12 1.78 4.68  -0.770
C3 -2.06 -0.77 -3.23  -1.116
C4 -0.12 2.14 -1.13  0.126
C5 0.08 4.50 -0.96  -0.523
C6 2.90 1.74 5.35  -0.791
C7 1.78 1.24 4.71  -0.927
C8 -4.53 1.53 -2.05  -0.608
C9 -0.64 -1.19 -0.73  0.600
C10 -0.56 -4.66 -2.22  -0.977
C11 -5.21 0.92 -1.01  -0.107
C12 0.90 4.31 0.14  -1.155
C13 -1.43 3.52 -2.72  -1.085
C14 1.86 0.78 3.40  0.298
C15 -0.84 -2.34 -1.67  0.406
C16 -3.77 1.80 0.47  -0.367
C17 1.17 3.03 0.56  -0.043
C18 -0.34 -3.60 -1.35  0.741
C19 0.08 -1.51 3.14  -1.317
C20 -0.48 3.40 -1.59  0.560
C21 -1.71 -3.21 -3.73  -1.130
C22 4.21 1.32 3.38  -0.775
C23 -3.42 2.30 -1.72  0.984
C24 -1.24 -4.48 -3.42  0.550
C25 -1.49 -5.64 -4.35  -1.536
C26 0.41 -3.83 -0.06  -1.159
C27 3.77 -1.50 1.15  -1.307
C28 3.09 0.82 2.73  0.068
C29 -2.66 3.00 -2.79  -0.694
C30 -1.52 -2.13 -2.87  0.982
C31 4.47 1.12 0.18  -1.520
Be1 1.04 0.32 0.38  0.445
H1 4.74 -1.54 1.65  0.455
H2 -0.52 1.24 -1.59  0.074
H3 -2.44 -0.77 -4.26  0.445
H4 0.94 -2.16 2.95  0.300
H5 5.00 2.18 5.18  0.423
H6 4.53 0.79 -0.86  0.434
H7 4.24 2.19 0.19  0.407
H8 -3.46 1.92 1.51  0.598
H9 1.32 5.16 0.68  0.471
H10 -1.12 1.16 4.10  0.635
H11 5.17 1.36 2.87  0.333
H12 3.06 -2.10 1.70  0.317
H13 -0.09 -3.35 0.78  0.081
H14 5.45 0.96 0.64  0.489
H15 -1.38 -5.34 -5.39  0.382
H16 3.87 -1.93 0.15  0.420
H17 -1.91 0.69 2.59  0.299
H18 -2.23 -3.05 -4.67  0.397
H19 -2.51 -6.01 -4.22  0.291
H20 -4.85 1.41 -3.07  0.381
H21 1.43 -3.42 -0.13  0.199
H22 -0.19 -5.64 -1.97  0.376
H23 -0.16 5.50 -1.30  0.521
H24 -0.81 -6.46 -4.15  0.378
H25 -0.92 2.16 2.64  0.469
H26 -1.07 4.09 -3.57  0.463
H27 2.83 2.09 6.37  0.424
H28 -2.86 -0.48 -2.56  0.142
H29 -1.28 0.00 -3.17  0.248
H30 -6.08 0.30 -1.20  0.425
H31 -0.79 -1.92 2.63  0.448
H32 0.84 1.21 5.24  0.375
H33 -0.11 -1.48 4.21  0.480
H34 0.50 -4.89 0.16  0.448
H35 1.80 2.83 1.42  0.578
H36 -3.20 3.12 -3.72  0.415

=====

A 8-piece molecular cluster, H16O8 overall, computed with the ωB97M-V functional and the def2-TZVPD basis.

The energy relative to the best compared isomer or geometry (same formula, charge and spin) comes out at 54.40 kcal/mol. The value obtained for the HOMO-LUMO gap is 10.33 eV. The molar mass is 144.12 g/mol. As for the largest force on an atom: 0.8 eV Å⁻¹. Its charge is 0.

Each line ends with the Mulliken charge.
Atoms and positions in Å:
O1 -4.12 -5.60 -20.94  -0.684
O2 -5.19 -7.19 -25.43  -0.593
O3 -0.24 -6.34 -24.64  -0.648
O4 -3.11 -9.83 -24.93  -0.600
O5 -0.57 -10.33 -22.47  -0.612
O6 -2.53 -7.62 -21.94  -0.648
O7 -3.85 -7.14 -18.50  -0.641
O8 0.01 -9.30 -25.09  -0.636
H1 -5.92 -6.55 -25.49  0.309
H2 0.37 -10.48 -22.32  0.274
H3 -0.39 -9.35 -24.20  0.378
H4 -0.40 -7.19 -25.08  0.360
H5 0.95 -9.42 -24.94  0.258
H6 -3.98 -4.75 -21.37  0.308
H7 -1.00 -10.70 -21.68  0.302
H8 -3.46 -6.21 -21.34  0.462
H9 -1.06 -5.84 -24.76  0.297
H10 -2.32 -9.75 -25.48  0.335
H11 -3.98 -6.76 -19.39  0.356
H12 -4.49 -6.71 -24.98  0.281
H13 -2.83 -10.33 -24.15  0.282
H14 -2.98 -6.83 -18.23  0.303
H15 -2.40 -7.22 -22.81  0.300
H16 -2.07 -8.46 -22.00  0.258